This record from the Open Molecules 2025 dataset describes a structure of composition C34H51BeN4OP2 in a non-equilibrium geometry. The level of theory is ωB97M-V/def2-TZVPD.

Last column: Mulliken charge in e.
Cartesian coordinates (Å):
1 C 0.73358 1.22188 -2.29071  0.032
2 C -1.36762 0.25371 -1.77077  0.085
3 C 0.34466 1.39963 -3.62330  -1.079
4 C -1.79121 0.39368 -3.10326  -0.516
5 C -0.93656 0.99327 -4.02993  -1.248
6 H 1.05021 1.83320 -4.33741  0.554
7 H -2.78004 0.02985 -3.39574  0.574
8 H -1.25211 1.12420 -5.06996  0.440
9 N -0.13670 0.69991 -1.37854  1.040
10 P 2.58708 0.32178 -0.41426  -0.583
11 P -1.96220 0.30462 0.97552  -1.003
12 C 2.12989 1.51740 -1.80356  -1.601
13 H 2.83982 1.53339 -2.64808  0.893
14 H 2.15731 2.51035 -1.31490  0.450
15 C 1.08993 -0.13667 2.46582  -0.470
16 O 1.44503 -0.47345 3.53547  -0.337
17 C -2.11983 -0.52068 -0.73315  -1.125
18 H -3.15228 -0.72252 -1.05371  1.378
19 C -2.82143 -0.93689 2.18106  2.511
20 C -2.99767 1.91117 0.85650  2.580
21 C 3.08986 -1.30801 -1.28638  2.408
22 C 4.13715 1.13211 0.36571  2.558
23 C -1.74958 -1.65194 3.03450  -1.801
24 H -1.37272 -0.99309 3.83140  0.288
25 H -2.22749 -2.52966 3.50887  0.514
26 H -0.88868 -1.99438 2.44490  0.197
27 C -3.72674 -0.17592 3.17267  -1.671
28 H -3.14009 0.50098 3.81637  0.282
29 H -4.52339 0.40175 2.67903  0.294
30 H -4.21499 -0.91920 3.82940  0.555
31 C -3.64407 -1.98959 1.41039  -1.631
32 H -4.42121 -2.39687 2.08419  0.606
33 H -4.15378 -1.57083 0.52789  0.124
34 H -3.01609 -2.83492 1.08574  0.333
35 C -2.91843 2.66754 2.20247  -1.510
36 H -2.07799 2.30174 2.81244  0.091
37 H -2.74127 3.73889 1.99168  0.422
38 H -3.84211 2.59180 2.79220  0.375
39 C -2.35567 2.81921 -0.21748  -1.417
40 H -1.25656 2.79328 -0.17743  -0.324
41 H -2.68050 2.55163 -1.23478  0.336
42 H -2.67876 3.85892 -0.02451  0.819
43 C -4.46232 1.65940 0.44862  -1.568
44 H -4.65493 0.58724 0.26795  0.292
45 H -5.18366 2.02044 1.19818  0.415
46 H -4.66859 2.19745 -0.49579  0.368
47 C 4.62283 0.24969 1.53434  -1.767
48 H 5.02580 0.90378 2.32972  0.439
49 H 3.79126 -0.33318 1.96553  0.248
50 H 5.42433 -0.44484 1.23660  0.374
51 C 3.73034 2.49914 0.94949  -2.151
52 H 3.18823 3.12537 0.22266  0.524
53 H 3.09751 2.38434 1.84211  0.264
54 H 4.65127 3.04000 1.23770  0.686
55 C 5.27003 1.37130 -0.65475  -1.539
56 H 5.69638 2.37662 -0.47916  0.320
57 H 6.08894 0.64332 -0.57397  0.395
58 H 4.88963 1.35607 -1.69047  0.292
59 C 1.83361 -1.85996 -1.99515  -1.442
60 H 2.03751 -2.14588 -3.04107  0.371
61 H 1.50287 -2.76825 -1.45798  0.288
62 H 1.00755 -1.13463 -1.96631  -0.119
63 C 3.48840 -2.30416 -0.17309  -1.807
64 H 2.78076 -2.22135 0.66984  0.292
65 H 3.43504 -3.33154 -0.58124  0.535
66 H 4.51401 -2.13972 0.19214  0.332
67 C 4.20854 -1.18060 -2.33557  -1.709
68 H 3.94307 -0.47376 -3.14155  0.365
69 H 5.17151 -0.87214 -1.89871  0.295
70 H 4.36185 -2.17120 -2.80368  0.508
71 Be 0.45051 0.34906 0.71272  2.072
72 N -0.10588 -1.63973 0.09683  -0.166
73 C -1.21637 -1.79727 -0.52028  0.163
74 C -1.65707 -3.09976 -1.09293  -0.336
75 C -1.19746 -4.28765 -0.47829  -0.084
76 C -2.49875 -3.21406 -2.22025  -0.197
77 C -1.57082 -5.54014 -0.96979  -0.876
78 H -0.54043 -4.18314 0.39062  0.344
79 C -2.86963 -4.47220 -2.71626  -0.912
80 H -2.86596 -2.31618 -2.72669  0.282
81 C -2.41003 -5.64018 -2.09345  -0.495
82 H -1.20775 -6.44831 -0.47607  0.397
83 H -3.52107 -4.53819 -3.59473  0.412
84 H -2.70239 -6.62254 -2.47952  0.392
85 N 0.74486 3.94674 2.62759  0.088
86 C 0.82204 4.44550 1.39690  -1.585
87 C 0.75450 3.40174 0.51061  -0.308
88 N 0.65199 2.20630 1.17130  1.512
89 C 0.62794 2.61801 2.47907  -1.386
90 H 0.74709 4.48178 3.52389  0.307
91 H 0.89183 5.49852 1.15847  0.537
92 H 0.71665 3.57789 -0.54653  0.417
93 H 0.50767 1.98960 3.34406  0.495

Cartesian forces (eV/Å) of the 6 atoms listed first:
-1.3 -0.4 0.0
1.0 0.7 -0.3
0.0 -0.1 0.1
0.2 0.1 0.2
0.2 0.0 0.4
-0.3 -0.2 0.2

Results
Kohn-Sham gap = 6.80 eV
E_LUMO = -2.7 eV
2S+1 = 1
Highest occupied orbital energy = -9.463 eV
Net charge = +1

=====

This record from the Open Molecules 2025 dataset describes a structure of composition C34H51CoN6P. The level of theory is ωB97M-V/def2-TZVPD.

Last column: Löwdin spin population.
Cartesian coordinates (Å):
1 Co -0.21969 -0.49705 0.73579  1.942
2 C -3.78928 -1.95046 0.24919  0.001
3 C -2.63202 -2.76407 -0.33963  0.005
4 C -2.87989 -4.26726 -0.18890  0.001
5 C -2.37382 -2.35919 -1.78004  0.017
6 C -3.29711 -2.72171 -2.75418  -0.002
7 C -3.09213 -2.42484 -4.09105  0.017
8 C -1.96543 -1.70727 -4.45080  -0.002
9 C -1.03362 -1.28414 -3.50674  0.019
10 C 0.07473 -0.34548 -3.97566  0.002
11 C 0.92430 -0.94606 -5.10182  0.001
12 C -0.53424 0.98775 -4.42945  0.001
13 C -1.21181 -1.65087 -2.15035  0.014
14 N -0.23034 -1.33703 -1.17983  0.246
15 C 1.01151 -1.73894 -1.44653  0.167
16 C 2.07153 -1.35003 -0.62357  0.161
17 N 1.85016 -0.55489 0.41919  0.248
18 C 2.99299 -0.09561 1.10841  0.016
19 C 4.01159 0.62591 0.43893  0.017
20 C 5.18765 0.91049 1.13666  -0.001
21 C 5.36208 0.57438 2.46577  0.014
22 C 4.31991 -0.04440 3.13700  -0.002
23 C 3.14279 -0.38271 2.48259  0.015
24 C 2.07607 -1.14649 3.24553  0.010
25 C 1.71161 -0.48424 4.57560  0.001
26 C 2.49102 -2.60792 3.44932  0.001
27 C 3.94126 1.22279 -0.97887  0.001
28 C 2.61098 1.87393 -1.37065  0.000
29 C 4.45654 0.28301 -2.09271  0.006
30 H -4.03682 -2.29090 1.26193  0.000
31 H -4.68618 -2.04940 -0.36803  0.000
32 H -3.52494 -0.89025 0.30098  0.000
33 H -1.73371 -2.52741 0.21811  0.003
34 H -3.79779 -4.57963 -0.69459  0.000
35 H -2.97932 -4.53449 0.86933  0.000
36 H -2.05230 -4.84170 -0.60963  0.000
37 H -4.18563 -3.27585 -2.46590  0.000
38 H -3.80179 -2.74599 -4.84430  0.001
39 H -1.81905 -1.43929 -5.49262  0.000
40 H 0.73563 -0.13580 -3.14208  0.002
41 H 0.37326 -0.96570 -6.04611  0.000
42 H 1.22809 -1.96987 -4.86933  0.000
43 H 1.82565 -0.34735 -5.25776  0.000
44 H -1.25067 0.82582 -5.23923  0.000
45 H 0.24258 1.66865 -4.78918  0.000
46 H -1.06664 1.46967 -3.61002  0.000
47 H 1.20663 -2.38396 -2.30188  0.009
48 H 3.07438 -1.70667 -0.83704  0.008
49 H 5.97799 1.44283 0.61411  0.000
50 H 6.28687 0.80870 2.97894  0.001
51 H 4.43300 -0.29009 4.18768  0.000
52 H 1.18851 -1.15317 2.62810  0.007
53 H 2.51040 -0.59654 5.31365  0.000
54 H 0.81094 -0.94540 4.99466  0.000
55 H 1.51957 0.58345 4.44367  0.000
56 H 3.40500 -2.66665 4.04657  0.000
57 H 2.68232 -3.09187 2.48909  0.000
58 H 1.70687 -3.17039 3.96951  0.000
59 H 4.64718 2.05220 -0.93479  0.000
60 H 1.76962 1.18456 -1.33127  0.000
61 H 2.68479 2.27131 -2.38832  0.000
62 H 2.40148 2.70901 -0.70013  0.000
63 H 3.63184 -0.23164 -2.59136  0.003
64 H 5.13916 -0.47022 -1.69386  0.000
65 H 4.99711 0.85322 -2.85266  0.000
66 C -1.85992 4.30821 2.24766  0.000
67 N -0.83839 4.38785 1.20494  0.002
68 C -1.49560 4.67343 -0.07062  0.000
69 N -2.53817 3.70997 -0.42624  0.002
70 C -3.50820 3.64381 0.66560  0.000
71 N -2.91627 3.33380 1.96801  0.001
72 C -2.39066 1.96407 1.99726  -0.001
73 P -1.06533 1.63587 0.72975  -0.002
74 C -0.05220 3.14942 1.12844  0.002
75 C -1.96470 2.38926 -0.71297  0.002
76 H -2.32153 5.29152 2.34958  0.000
77 H -1.38013 4.04642 3.19256  0.000
78 H -0.74240 4.68555 -0.86048  0.000
79 H -1.95246 5.66202 -0.00552  0.000
80 H -4.25554 2.88401 0.42797  0.000
81 H -4.00572 4.61221 0.73950  0.000
82 H -3.21186 1.25848 1.84190  0.000
83 H -1.97218 1.76063 2.98612  0.000
84 H 0.70998 3.25829 0.35846  0.000
85 H 0.46560 2.98556 2.07611  0.000
86 H -2.75443 1.70817 -1.03977  0.000
87 H -1.25451 2.47916 -1.53453  0.000
88 C -2.40105 -2.66402 4.08858  0.002
89 C -1.81070 -1.79517 3.07833  0.015
90 N -1.34972 -1.10417 2.29122  0.027
91 H -3.48778 -2.60357 4.04084  0.001
92 H -2.07281 -2.35274 5.07895  0.001
93 H -2.09471 -3.69479 3.91888  0.000

Cartesian forces (eV/Å) of the 6 atoms listed first:
0.3 0.6 -0.4
0.0 0.0 0.0
-0.1 0.0 -0.1
0.0 0.0 0.0
0.1 0.0 0.0
0.0 0.0 0.0

Results
Kohn-Sham gap (spin up / spin down) = 5.94 / 7.07 eV
E_LUMO (spin up / spin down) = 0.2 / 0.2 eV
2S+1 = 4
Highest occupied orbital energy (spin up / spin down) = -5.753 / -6.883 eV
Net charge = 0
ΔE to the lowest compared entry with this formula, charge and spin = 0.0 kcal per mole

=====

This record from the Open Molecules 2025 dataset describes a structure of composition C34H51N4OP2Sn in a non-equilibrium geometry. The level of theory is ωB97M-V/def2-TZVPD.

Last column: Mulliken charge in e.
Cartesian coordinates (Å):
1 C -1.91807 -1.74063 -0.65120  0.008
2 C 0.29232 -1.85063 -1.56073  1.455
3 C -2.35906 -2.68874 -1.57076  -0.605
4 C -0.19367 -2.66898 -2.61943  -1.072
5 C -1.49933 -3.11197 -2.59791  -0.945
6 H -3.40128 -3.00618 -1.51462  0.629
7 H 0.51019 -2.97954 -3.39116  0.596
8 H -1.87212 -3.78297 -3.37604  0.496
9 N -0.61126 -1.41268 -0.60112  0.869
10 P -2.58206 0.62825 0.87237  0.736
11 P 2.45963 -0.98436 0.05583  0.378
12 C -2.93840 -1.12067 0.30095  -1.581
13 H -3.92721 -1.12612 -0.19530  0.658
14 H -3.03711 -1.77084 1.19049  0.662
15 C 0.62943 2.36279 2.84199  0.241
16 O 0.56464 3.31046 3.47530  -0.161
17 C 1.68176 -1.58713 -1.44056  -1.608
18 H 2.31270 -2.00514 -2.24474  0.296
19 C 3.74017 0.48294 -0.20889  1.960
20 C 3.26570 -2.66085 0.57886  1.723
21 C -3.45142 1.65439 -0.50236  1.898
22 C -3.52197 0.74311 2.52881  1.685
23 C 3.22492 1.81705 0.36211  -1.521
24 H 3.07303 1.77373 1.44650  0.241
25 H 4.00281 2.57749 0.18303  0.591
26 H 2.30176 2.17076 -0.11182  0.208
27 C 5.04863 0.17104 0.53083  -1.804
28 H 4.88986 0.10963 1.61502  0.359
29 H 5.53609 -0.74628 0.18418  0.293
30 H 5.75650 0.99673 0.36409  0.550
31 C 3.97016 0.65740 -1.71107  -1.803
32 H 4.70635 1.46459 -1.86010  0.504
33 H 4.35728 -0.25132 -2.19133  0.330
34 H 3.04321 0.95132 -2.22256  0.360
35 C 3.90352 -2.54982 1.96588  -1.544
36 H 3.20025 -2.15716 2.71172  0.092
37 H 4.19700 -3.56053 2.28382  0.591
38 H 4.81268 -1.94190 1.97338  0.353
39 C 2.16857 -3.73197 0.68100  -1.491
40 H 1.29754 -3.36932 1.24279  -0.018
41 H 1.83582 -4.08746 -0.30238  0.332
42 H 2.57366 -4.58943 1.23602  0.697
43 C 4.30934 -3.05214 -0.49277  -1.430
44 H 4.15219 -2.57404 -1.46571  0.266
45 H 5.33011 -2.81290 -0.16851  0.407
46 H 4.26949 -4.13788 -0.67040  0.410
47 C -3.29421 2.15190 3.10379  -1.771
48 H -3.67405 2.16593 4.13677  0.505
49 H -2.22903 2.42405 3.13208  0.188
50 H -3.84005 2.92223 2.54255  0.348
51 C -2.94466 -0.29522 3.50426  -1.775
52 H -3.20068 -1.32495 3.21848  0.372
53 H -1.85720 -0.21789 3.60646  0.124
54 H -3.38634 -0.11685 4.49747  0.686
55 C -5.02510 0.46606 2.39562  -1.654
56 H -5.42749 0.27730 3.40380  0.508
57 H -5.58129 1.32384 2.00142  0.358
58 H -5.24421 -0.42134 1.78454  0.252
59 C -2.90691 1.20710 -1.87255  -1.719
60 H -3.23746 1.93154 -2.63208  0.641
61 H -1.81209 1.17907 -1.89644  0.072
62 H -3.30276 0.22547 -2.16430  0.262
63 C -3.09495 3.12717 -0.24383  -1.473
64 H -2.01058 3.27228 -0.17593  0.241
65 H -3.46498 3.72731 -1.08814  0.512
66 H -3.55750 3.51641 0.67255  0.264
67 C -4.98414 1.51819 -0.53949  -1.622
68 H -5.32883 0.47508 -0.54010  0.278
69 H -5.47468 2.06420 0.27593  0.347
70 H -5.33886 1.97817 -1.47609  0.495
71 Sn 0.18143 -0.08092 0.99799  0.773
72 N -0.01259 3.07046 -0.83855  -0.597
73 C 0.25392 3.17921 -1.98227  0.044
74 C 0.63905 3.13815 -3.34069  0.710
75 C 0.71516 4.29209 -4.13153  -0.568
76 C 0.91773 1.88463 -3.90987  0.077
77 C 0.98563 4.17917 -5.49451  -0.567
78 H 0.51220 5.26389 -3.68906  0.506
79 C 1.20407 1.79018 -5.27350  -0.681
80 H 0.85290 0.98578 -3.29367  0.299
81 C 1.19835 2.92374 -6.08266  -0.515
82 H 1.00602 5.06642 -6.11484  0.425
83 H 1.44228 0.82189 -5.70914  0.413
84 H 1.38260 2.84208 -7.15117  0.424
85 N 0.79837 -2.15732 4.75487  0.029
86 C -0.01404 -3.18705 4.28423  -0.974
87 C -0.41382 -2.81518 3.03834  -0.879
88 N 0.15236 -1.56748 2.73859  1.517
89 C 0.88631 -1.21236 3.80799  -0.935
90 H 1.26409 -2.11136 5.65624  0.267
91 H -0.23050 -4.06805 4.85395  0.492
92 H -1.05540 -3.33699 2.34569  0.537
93 H 1.44761 -0.29014 3.93329  0.471

Cartesian forces (eV/Å) of the 6 atoms listed first:
0.2 -0.1 0.1
-0.4 -0.5 0.0
0.0 0.1 -0.7
0.5 0.3 0.3
-0.6 -0.1 0.2
0.3 0.0 -0.2

Results
Kohn-Sham gap (spin up / spin down) = 5.45 / 5.61 eV
E_LUMO (spin up / spin down) = -10.6 / -10.4 eV
2S+1 = 1
Highest occupied orbital energy (spin up / spin down) = -16.084 / -16.002 eV
Net charge = +3